Entry from the OMol25 dataset: a single C2H3N3O3 molecule in a non-equilibrium geometry (ωB97M-V/def2-TZVPD).

## Properties
Maximum force = 6.330 eV Å⁻¹
Total charge = 0
HOMO = -8.995 eV
DFT total energy = -467.79236 hartree
Energy above the lowest of the compared OMol25 structures with the same formula, charge and spin = 107.9 kcal/mol

Element x y z (Å)
O1 -0.2746 -1.6584 -1.0086
C1 -0.0718 -0.6058 -0.4425
N1 -0.9163 0.1445 0.4761
O2 -2.1832 -0.2570 0.6604
C2 -0.4051 1.3380 1.0293
N2 0.7848 1.4557 0.2886
N3 0.9411 0.3573 -0.3737
O3 2.2426 -0.3884 -0.6956
H1 -2.3589 -1.1969 0.4218
H2 -1.0246 2.1894 1.2943
H3 2.2992 -0.6583 0.3762

---

Entry from the OMol25 dataset: a single C2H3N3OS molecule in a non-equilibrium geometry (ωB97M-V/def2-TZVPD).

## Properties
Maximum force = 5.437 eV Å⁻¹
Total charge = 0
HOMO = -9.080 eV
DFT total energy = -715.64061 hartree
Energy above the lowest of the compared OMol25 structures with the same formula, charge and spin = 34.9 kcal/mol

Element x y z (Å)
N1 1.7738 0.8537 0.0555
N2 0.4455 0.3401 0.0861
C1 0.0633 -0.9707 -0.0105
N3 -1.2169 -1.1603 0.0615
C2 -2.0246 -0.1079 -0.0310
O1 -3.2143 0.0469 0.0331
S1 -0.9483 1.4837 0.0068
H1 2.2807 0.2893 0.7468
H2 2.2636 1.0626 -0.8241
H3 0.5771 -1.8375 -0.1240

---

Entry from the OMol25 dataset: a single C2H3N3OS molecule in a non-equilibrium geometry (ωB97M-V/def2-TZVPD).

## Properties
Maximum force = 2.282 eV Å⁻¹
Total charge = 0
HOMO = -8.714 eV
DFT total energy = -715.61635 hartree
Energy above the lowest of the compared OMol25 structures with the same formula, charge and spin = 50.1 kcal/mol

Element x y z (Å)
O1 -0.7102 -1.4413 1.0946
N1 -0.7846 -0.3473 0.2497
N2 -1.3516 -0.5733 -0.9960
C1 -0.7033 0.3099 -1.8293
N3 0.2999 0.8577 -1.2770
C2 0.3593 0.3542 0.0093
S1 1.4960 0.5914 1.1589
H1 0.1014 -1.1801 1.6775
H2 -2.3473 -0.7217 -1.0232
H3 -1.0909 0.4254 -2.8704

---

Entry from the OMol25 dataset: 2 unconnected molecules or ions with the total composition C2H3N3OS in a non-equilibrium geometry (ωB97M-V/def2-TZVPD).

## Properties
Maximum force = 2.580 eV Å⁻¹
Total charge = 0
HOMO (alpha / beta) = -5.924 / -10.011 eV
⟨S²⟩ = 2.009
Spin multiplicity = 3
DFT total energy = -715.52638 hartree
Energy above the lowest of the compared OMol25 structures with the same formula, charge and spin = 9.7 kcal/mol

Element x y z (Å)
C1 -1.8163 -0.3093 0.0287
C2 2.1285 -0.2815 -0.4703
N1 -2.4121 -1.0694 0.7442
N2 2.1944 -0.4374 0.7413
N3 -0.9064 0.4507 -0.2627
O1 2.1888 -0.2568 -1.6290
S1 -0.6711 2.0282 -1.0243
H1 -2.8170 -1.9988 0.6791
H2 1.6072 -0.0886 1.4552
H3 0.5040 1.9628 -0.2622

---

What did the fourth record say?
Entry from the OMol25 dataset: 2 unconnected molecules or ions with the total composition C2H3N3OS in a non-equilibrium geometry (ωB97M-V/def2-TZVPD).

## Properties
Maximum force = 2.580 eV Å⁻¹
Total charge = 0
HOMO (alpha / beta) = -5.924 / -10.011 eV
⟨S²⟩ = 2.009
Spin multiplicity = 3
DFT total energy = -715.52638 hartree
Energy above the lowest of the compared OMol25 structures with the same formula, charge and spin = 9.7 kcal/mol

Element x y z (Å)
C1 -1.8163 -0.3093 0.0287
C2 2.1285 -0.2815 -0.4703
N1 -2.4121 -1.0694 0.7442
N2 2.1944 -0.4374 0.7413
N3 -0.9064 0.4507 -0.2627
O1 2.1888 -0.2568 -1.6290
S1 -0.6711 2.0282 -1.0243
H1 -2.8170 -1.9988 0.6791
H2 1.6072 -0.0886 1.4552
H3 0.5040 1.9628 -0.2622

---

Q: What is the maximum force in the fourth record?
A: 2.580 eV Å⁻¹